A structure of composition C15H41N4NaO7 at a distorted geometry, computed with ωB97M-V/def2-TZVPD.

```
68
C15H41N4NaO7 | OMol25 | ωB97M-V/def2-TZVPD
N 0.75 -1.54 -3.48
H -4.63 -0.90 4.46
H -5.47 -1.61 2.20
H 1.93 -3.94 -3.44
O 4.86 -0.14 2.82
H -5.44 0.83 3.12
Na -1.93 0.72 2.82
C 0.10 -0.35 -2.91
O -0.25 0.78 -5.08
C 3.63 -0.02 2.95
C -5.02 0.97 2.12
H 4.34 -1.39 -5.43
H -0.46 -0.74 -2.05
H 3.40 -3.52 -2.63
H -2.00 -2.27 2.47
C -1.75 -2.17 3.54
H -2.56 4.06 0.21
H 0.83 -0.73 0.48
N -4.00 -0.06 1.82
H -4.16 -2.57 4.15
H 3.35 0.96 -0.59
H -1.51 0.99 -3.42
H 5.09 -2.37 -4.16
H 1.47 1.55 -4.14
O 5.28 1.08 0.20
H -0.51 0.38 0.32
O -3.26 2.47 1.28
H 4.08 -0.98 -3.76
H -1.51 -0.54 -4.21
H 1.80 -0.90 3.12
H 3.78 2.52 0.16
H 0.89 0.34 -2.57
H 1.12 2.07 -5.82
H -3.85 -2.15 1.84
O 3.07 -2.69 -4.53
H -4.00 2.61 3.12
H 1.13 1.02 0.57
C -4.41 -1.37 2.36
H -1.79 3.84 1.82
C -4.42 2.37 2.14
C -0.84 0.27 -3.91
H 0.20 2.71 -4.46
H 3.51 2.03 2.90
H -5.81 0.88 1.37
C -2.72 3.78 1.25
O 0.30 0.20 2.26
C -4.01 -1.53 3.83
H 4.43 2.07 -1.40
C 2.61 -3.09 -3.25
H -4.01 -0.22 0.82
H 1.30 -2.45 -1.67
C 4.18 1.67 -0.41
H 1.28 -1.23 -4.30
N 2.80 -1.08 3.19
H -5.16 3.12 1.85
O -2.66 -1.22 4.07
C 4.18 -1.83 -4.44
N 2.98 1.17 2.84
H 4.98 0.70 1.04
C 1.77 -2.04 -2.56
H -3.40 4.54 1.66
H -1.91 -3.16 3.99
C 0.69 1.80 -4.86
C 0.44 0.22 0.89
H -0.69 -1.93 3.57
H 1.97 1.25 2.83
H 3.17 -2.00 3.24
H 2.42 -1.22 -2.21
```

LUMO: -0.425 eV
HOMO: -7.70 eV
HOMO-LUMO gap: 0.267 Ha
Energy relative to the best compared isomer or geometry (same formula, charge and spin): 45.7 kcal per mole
E_tot: -40927.2243 eV

The molecule C14H28N2O4S at a distorted geometry, computed with ωB97M-V/def2-TZVPD.

```
49
C14H28N2O4S | OMol25 | ωB97M-V/def2-TZVPD
O -1.07 1.71 -0.24
H 4.14 3.12 1.47
H -2.82 -2.90 1.78
H -1.01 -4.63 1.46
C -0.12 -2.04 -1.82
C 0.80 -0.19 -3.31
H -2.42 -3.88 -0.48
S 0.24 2.31 -0.23
H -1.75 0.60 1.91
H 0.15 -0.46 -4.14
C 0.75 2.44 1.51
H -4.12 0.56 2.46
C 1.03 -0.12 -0.82
N 1.39 1.28 -0.88
H 2.04 3.70 2.66
H 0.13 -3.31 1.12
H 1.72 -0.78 -3.40
H 1.93 4.10 0.94
H -2.00 -0.45 3.35
H -0.11 2.90 2.00
H -0.77 -4.32 -0.98
H 0.87 1.42 1.87
H 0.19 1.87 -3.28
H -1.52 -2.82 2.99
H -4.18 -1.20 2.40
O -1.47 -1.34 1.56
N -1.16 -2.31 -1.00
C 2.00 3.28 1.65
H 1.96 -0.71 -0.84
C -1.76 -2.67 1.93
H 2.13 2.76 -2.09
H 1.64 1.56 -4.26
H 0.53 -0.29 0.13
C 0.13 -0.54 -1.98
H -1.55 -1.53 -0.47
H 3.37 1.68 2.14
C 3.27 2.47 1.40
C 1.99 1.68 -2.14
H -0.82 0.00 -1.89
O 0.38 3.60 -0.85
C -3.69 -0.32 1.99
H 2.97 1.18 -2.21
H -3.86 -0.27 0.92
H 3.25 2.03 0.41
C -0.92 -3.62 1.06
O 0.56 -2.89 -2.36
C -2.19 -0.34 2.27
C 1.12 1.30 -3.33
C -1.36 -3.60 -0.40
```

LUMO: 0.705 eV
HOMO: -9.24 eV
HOMO-LUMO gap: 0.365 Ha
SMILES string: CCCS(=O)(=O)N1CCC[C@@H](C(=O)NCCCOCC)C1
Energy relative to the best compared isomer or geometry (same formula, charge and spin): 12.6 kcal per mole
E_tot: -36978.2303 eV

The molecule C3H3N3O2 at a distorted geometry, computed with ωB97M-V/def2-TZVPD.

```
11
C3H3N3O2 | OMol25 | ωB97M-V/def2-TZVPD
H 1.53 0.45 -2.13
N 0.80 -1.14 -1.19
C 0.32 1.11 -0.21
C 1.00 0.19 -1.18
H 1.27 2.92 -0.56
C -0.68 -0.80 0.68
H 0.26 2.90 0.78
O -1.45 -1.25 1.51
N 0.43 2.48 -0.12
N -0.48 0.62 0.67
O -0.06 -1.63 -0.19
```

LUMO: -0.810 eV
HOMO: -10.21 eV
HOMO-LUMO gap: 0.346 Ha
SMILES string: Nc1cnoc(=O)n1
Energy relative to the best compared isomer or geometry (same formula, charge and spin): 73.7 kcal per mole
E_tot: -11722.7632 eV

A structure of composition C17H17Cl2FeNO at a distorted geometry, computed with ωB97M-V/def2-TZVPD.

```
39
C17H17Cl2FeNO | OMol25 | ωB97M-V/def2-TZVPD
C 0.62 -2.78 3.03
H 0.40 2.46 0.60
H 1.92 1.83 -1.28
C 0.71 -1.84 1.92
H -2.15 -0.62 -0.65
C 0.59 -1.16 -2.78
C 0.10 2.27 2.76
C 0.24 0.00 3.58
C -1.06 1.59 -3.18
C 0.34 1.80 1.47
Cl -0.12 -0.53 6.23
H 1.21 -2.05 -2.98
C 0.04 1.38 3.81
C 0.48 -0.42 2.23
C -1.81 0.40 -2.56
O 0.99 -2.25 0.76
H -0.35 -2.38 -1.18
C -0.64 -1.62 -1.92
C 0.35 -2.35 4.31
H -2.91 0.54 -2.40
C 0.17 2.21 -2.49
H 0.22 -0.84 -3.77
H -1.79 2.39 -3.38
C -1.41 -0.38 -1.42
H -0.04 3.34 2.91
C 1.11 1.27 -1.78
H -1.88 -0.31 -3.42
Cl 0.84 -4.43 2.68
Fe 0.46 0.01 -0.69
C 1.47 -0.13 -2.15
H 0.28 -3.08 5.11
H -0.14 2.98 -1.77
C 0.18 -0.99 4.61
H -0.15 1.73 4.82
H -1.28 -2.15 -2.64
H 2.54 -0.38 -2.13
N 0.49 0.47 1.21
H -0.72 1.25 -4.17
H 0.71 2.77 -3.28
```

Multiplicity: 5
LUMO (spin up / spin down): -0.796 / -2.318 eV
HOMO (spin up / spin down): -5.55 / -7.55 eV
HOMO-LUMO gap (spin up / spin down): 0.175 / 0.192 Ha
E_tot: -80869.0705 eV

The molecule C5H9NO, computed with ωB97M-V/def2-TZVPD.

```
16
C5H9NO | OMol25 | ωB97M-V/def2-TZVPD
H 1.97 -0.03 2.04
H -3.22 1.74 -0.67
H 0.57 1.04 2.29
H 1.21 -1.82 -0.07
C 0.93 0.16 1.75
H -1.13 -1.60 -0.85
H 1.76 -0.81 -1.42
H 1.45 1.20 -0.06
O -2.62 1.01 -0.87
C -0.58 0.45 -0.31
C 1.01 -0.91 -0.64
H 0.34 -0.71 2.07
C 0.82 0.36 0.25
H -0.58 -0.62 -2.23
C -0.45 -0.79 -1.15
N -1.48 1.33 -0.13
```

LUMO: 1.090 eV
HOMO: -9.43 eV
HOMO-LUMO gap: 0.387 Ha
SMILES string: C[C@H]1CC/C1=N\O
Energy relative to the best compared isomer or geometry (same formula, charge and spin): 66.6 kcal per mole
E_tot: -8866.3242 eV

The molecule C5H8N4O2 at a distorted geometry, computed with ωB97M-V/def2-TZVPD.

```
19
C5H8N4O2 | OMol25 | ωB97M-V/def2-TZVPD
N 0.31 1.46 0.49
C -0.75 0.69 0.20
H -3.64 -0.42 0.80
C -2.83 -0.02 0.05
O 3.69 -0.82 -0.19
H 0.10 2.33 0.98
H -2.20 -1.77 -1.11
N 1.30 1.84 -0.40
N -1.99 1.01 0.57
H -1.81 -1.93 0.62
O 1.97 -0.53 1.22
H -3.32 0.34 -0.84
H 0.11 -1.12 -0.41
C 2.64 -0.10 0.26
C 2.27 1.07 -0.54
H 2.97 1.38 -1.30
C -1.93 -1.21 -0.25
N -0.69 -0.51 -0.50
H 3.79 -1.69 0.36
```

LUMO: -0.537 eV
HOMO: -8.01 eV
HOMO-LUMO gap: 0.275 Ha
SMILES string: O=C(O)/C=N\NC1=NCCN1
Energy relative to the best compared isomer or geometry (same formula, charge and spin): 75.3 kcal per mole
E_tot: -15367.9526 eV